No. 1
21
Properties=species:S:1:pos:R:3 method="wB97M-V/def2-TZVPD" gap_ha=0.250 e_homo_ha=-0.2912 energy_ha=-1372.3690 largest_force_ha_per_bohr=0.07776 smiles=Cc1p[pH]pc1-c1ccccc1 multiplicity=1 molar_mass_g_mol=210.093
C 2.078 -0.799 0.353
C 1.779 -0.896 -1.118
P 2.982 -1.616 -2.148
P 2.020 -1.097 -3.980
P 0.037 -0.620 -3.385
C 0.549 -0.447 -1.579
C -0.427 0.154 -0.667
C -0.191 1.422 -0.139
C -1.087 1.979 0.753
C -2.219 1.276 1.130
C -2.464 0.021 0.602
C -1.574 -0.538 -0.298
H 1.190 -1.007 0.950
H 2.414 0.209 0.602
H 2.862 -1.499 0.631
H 1.882 -2.350 -4.551
H 0.695 1.961 -0.438
H -0.898 2.959 1.167
H -2.912 1.705 1.837
H -3.349 -0.528 0.892
H -1.750 -1.525 -0.700


No. 2
9
Properties=species:S:1:pos:R:3 method="wB97M-V/def2-TZVPD" gap_ha=0.245 de_lowest_kj_mol=90.15 e_homo_ha=-0.7439 charge=+3 energy_ha=-997.4371 largest_force_ha_per_bohr=0.04187 multiplicity=1 molar_mass_g_mol=599.348
Ag -0.530 -0.163 2.824
Ag 1.649 -0.944 -2.340
Ag -1.468 -1.277 -1.664
Ag -0.985 3.092 -0.228
Ag 0.557 -2.810 0.748
C 0.211 0.524 0.185
O -0.855 0.802 -0.501
O 0.559 1.355 1.052
O 0.862 -0.579 -0.076


No. 3
5
Properties=species:S:1:pos:R:3 method="wB97M-V/def2-TZVPD" gap_ha=0.166 e_homo_ha=-0.0744 charge=-1 energy_ha=-410.6064 largest_force_ha_per_bohr=0.24296 multiplicity=1 molar_mass_g_mol=167.876
Ag 0.123 1.789 -0.554
C 0.198 -0.401 0.025
O -0.443 -0.421 -0.906
O -0.879 -1.530 0.807
O 0.999 0.563 0.629